DFT (ωB97M-V/def2-TZVPD) results for a single C6H10 molecule.

Element x y z (Å)
C1 0.55 2.08 1.73
C2 1.09 1.19 0.94
C3 1.16 0.20 0.10
C4 -0.23 -0.32 -0.25
C5 -0.57 -0.05 -1.72
C6 -0.41 -1.76 0.23
H1 0.22 3.04 1.34
H2 0.31 1.81 2.76
H3 2.10 -0.20 -0.30
H4 -0.93 0.28 0.34
H5 -1.55 -0.46 -1.99
H6 0.19 -0.48 -2.38
H7 -0.60 1.03 -1.88
H8 -0.33 -1.79 1.32
H9 -1.39 -2.16 -0.05
H10 0.37 -2.41 -0.18

Properties
**ΔE to the lowest compared entry with this formula, charge and spin**: 38.7 kcal/mol
**HOMO energy**: -0.3485 Eh
**Largest force on an atom**: 0.5 eV/A
**Net charge**: 0
**LUMO**: 1.09 eV
**SMILES**: C=C=CC(C)C
**Total energy**: -6382.182 eV

---

DFT (ωB97M-V/def2-TZVPD) results for a single C18H16Cl2F3N3O4S molecule.

Element x y z (Å)
C1 2.08 1.90 2.70
S1 0.70 1.29 1.72
O1 0.95 1.68 0.29
O2 -0.50 1.89 2.33
N1 0.68 -0.43 1.84
C2 -0.56 -1.07 1.74
O3 -0.62 -2.26 2.00
C3 -1.75 -0.43 1.11
C4 -1.72 -0.23 -0.29
C5 -2.86 0.29 -0.92
N2 -2.88 0.49 -2.29
N3 -1.74 0.57 -3.14
C6 -1.14 -0.65 -3.71
C7 -0.03 -0.37 -4.70
O4 0.88 0.69 -4.26
C8 0.31 1.74 -3.43
C9 -1.18 1.85 -3.57
C10 -3.99 0.64 -0.15
Cl1 -5.40 1.41 -0.86
C11 -3.98 0.43 1.23
C12 -2.91 -0.20 1.86
Cl2 -2.98 -0.64 3.57
C13 1.83 -1.09 2.29
C14 2.99 -1.17 1.48
C15 4.11 -1.88 1.91
F1 5.20 -2.00 1.12
C16 4.12 -2.46 3.20
F2 5.23 -3.19 3.53
C17 3.00 -2.34 4.04
F3 3.00 -2.86 5.30
C18 1.88 -1.66 3.56
H1 1.86 1.82 3.75
H2 2.20 2.98 2.47
H3 3.02 1.35 2.44
H4 -0.85 -0.51 -0.91
H5 -3.73 0.93 -2.67
H6 -1.91 -1.26 -4.21
H7 -0.75 -1.27 -2.93
H8 -0.54 -0.01 -5.62
H9 0.56 -1.24 -4.84
H10 0.74 2.72 -3.62
H11 0.59 1.48 -2.41
H12 -1.62 2.64 -2.91
H13 -1.42 2.10 -4.60
H14 -4.84 0.70 1.88
H15 2.98 -0.76 0.48
H16 0.97 -1.59 4.18

Properties
**ΔE to the lowest compared entry with this formula, charge and spin**: 15.6 kcal/mol
**HOMO energy**: -0.2974 Eh
**Largest force on an atom**: 4.3 eV/A
**Net charge**: 0
**LUMO**: 0.07 eV
**SMILES**: CS(=O)(=O)N(C(=O)c1cc(NN2CCOCC2)c(Cl)cc1Cl)c1cc(F)c(F)c(F)c1
**Total energy**: -75614.947 eV